44
Properties=species:S:1:pos:R:3:forces:R:3 method="wB97M-V/def2-TZVPD" smiles="COc1ccc(CNC(=O)COC(=O)[C@H]2C[C@@H]3C=C[C@H]2C3)cc1" largest_force_ha_per_bohr=0.2673 relative_energy_ev=15.819 e_homo_ev=-8.391
C -5.4861 -3.1064 -0.2172 2.319 -2.977 -7.498
O -4.8395 -1.9896 -1.1263 -5.401 -9.391 -2.510
C -4.3130 -1.0734 -0.5139 1.627 4.284 -2.797
C -4.1678 -1.0876 0.7326 0.414 2.318 13.540
C -3.5865 0.1088 1.4451 0.142 -2.742 2.887
C -3.1343 1.0608 0.7259 2.049 7.353 -7.658
C -2.4058 2.4752 1.0011 3.209 -9.055 7.145
N -0.8807 2.1516 0.6113 -3.849 4.001 0.320
C -0.3264 3.2988 -0.0893 -1.750 -4.675 0.034
O -0.9257 4.1606 -0.7153 0.775 -0.772 1.758
C 1.0490 2.8958 -0.3310 3.421 4.748 -6.340
O 1.6523 1.7669 -0.0352 -2.921 -0.909 8.298
C 2.2588 0.9413 -0.6769 3.575 -1.553 -11.141
O 2.5568 1.2165 -1.9967 -1.231 -1.537 6.747
C 2.5612 -0.2917 0.0551 8.376 -0.637 -5.906
C 3.0515 -1.4384 -0.9076 1.924 1.931 -5.435
C 4.5949 -1.9428 -0.6826 -1.213 7.354 -3.679
C 4.5666 -2.1962 0.6689 0.371 -5.981 5.125
C 4.0880 -1.4322 1.6508 2.697 3.338 -8.515
C 4.0150 -0.1779 0.8009 -1.756 4.077 -0.475
C 5.0149 -0.3598 -0.4781 1.286 -3.005 5.723
C -3.2424 1.0709 -0.9377 -1.427 -1.243 3.575
C -3.9247 -0.0215 -1.4289 2.853 2.912 4.446
H -6.1489 -2.7348 0.3784 -3.763 2.765 3.562
H -6.0917 -3.8527 -0.9661 1.654 2.166 1.451
H -4.8083 -3.7614 0.2994 0.913 0.377 0.076
H -4.7027 -1.5854 1.8075 1.289 0.115 -4.342
H -3.3234 0.2070 2.6238 -1.208 -0.704 -2.781
H -2.7163 3.3519 0.7008 -1.668 4.042 -2.484
H -2.4936 2.5419 2.2897 0.614 0.113 -3.425
H -0.3605 1.5552 1.2808 -0.350 1.040 -0.769
H 1.2937 2.8118 -1.4901 -1.123 1.648 1.483
H 1.6966 3.6578 0.0821 0.217 0.754 -0.183
H 1.8564 -0.5730 0.6137 -5.547 -1.992 4.706
H 2.4952 -2.2112 -1.2417 -2.691 -2.932 0.614
H 3.1503 -1.0928 -2.1142 -0.285 0.285 3.260
H 5.1801 -2.3046 -1.5948 -1.156 -0.486 1.926
H 4.7389 -3.1950 0.9514 0.363 -1.720 0.391
H 3.9329 -1.5323 2.5961 -0.903 -0.933 5.507
H 3.9903 0.9081 1.2323 0.609 -2.059 -0.199
H 4.9792 0.3952 -1.1669 -0.498 1.437 -2.181
H 6.0367 -0.4248 0.0249 -0.914 0.518 -0.836
H -2.9036 2.0164 -1.4570 -0.336 -1.556 0.449
H -3.9772 -0.2067 -2.4055 -0.708 -0.714 -3.868